No. 1
Density functional theory data (wB97M-V/def2-TZVPD) for C8H20As2F12NO5RbS as an isolated structure in a non-equilibrium geometry.

Structure (ORCA input):
```
! RIJCOSX wB97M-V def2-TZVPD def2/J DEFGRID3
* xyz -2 1
Rb 0.409 0.591 -1.936
S -1.731 2.034 -0.961
O -2.537 2.860 -1.861
O -0.363 2.569 -0.969
O -2.319 1.983 0.350
O -1.632 0.651 -1.477
C -1.004 -2.323 3.597
C -0.343 -0.973 3.109
N -0.991 -0.391 1.801
C -0.924 -1.415 0.646
C -2.521 0.002 1.923
C -2.747 1.033 3.148
C -0.226 0.877 1.326
C 1.208 0.638 0.938
O 1.387 0.149 -0.359
C 2.708 -0.335 -0.555
H -2.092 -2.344 3.657
H -0.675 -2.755 4.542
H -0.831 -3.123 2.877
H 0.731 -1.113 2.992
H -0.442 -0.170 3.840
H 0.130 -1.685 0.701
H -1.189 -1.035 -0.341
H -1.718 -2.135 0.844
H -2.984 -0.956 2.160
H -2.820 0.387 0.948
H -2.224 0.802 4.076
H -3.800 1.143 3.406
H -2.378 2.014 2.850
H -0.104 1.647 2.088
H -0.745 1.303 0.468
H 1.776 0.114 1.707
H 1.573 1.661 0.845
H 3.509 0.397 -0.448
H 2.910 -0.803 -1.518
H 2.986 -1.030 0.238
As 1.918 2.324 -3.900
F 1.874 2.799 -5.604
F 0.199 1.784 -4.115
F 1.815 1.876 -2.133
F 3.581 2.893 -3.704
F 1.117 3.904 -3.468
F 2.500 0.686 -4.243
As 0.947 -2.409 -2.499
F 0.299 -1.863 -4.076
F -0.405 -1.620 -1.605
F 1.833 -2.812 -0.954
F 2.417 -3.081 -3.312
F 1.858 -0.795 -2.442
F 0.059 -3.956 -2.592
*
```

Its orbital gap is 0.194 hartree. Its total energy is -6839.7641 a.u. The value obtained for the lowest unoccupied orbital energy is 3.682 eV.

Charges in e, computed with Löwdin, in the same order as the atoms: 1.747, 0.162, -0.370, -0.486, -0.406, -0.634, -0.069, -0.116, -0.179, 0.016, -0.092, -0.048, -0.105, -0.217, -0.549, -0.154, 0.060, 0.063, 0.064, 0.106, 0.097, 0.103, 0.057, 0.105, 0.091, 0.094, 0.044, 0.064, 0.063, 0.145, 0.029, 0.111, 0.144, 0.097, 0.049, 0.080, 0.908, -0.286, -0.364, -0.562, -0.279, -0.288, -0.263, 1.015, -0.252, -0.394, -0.276, -0.290, -0.562, -0.275


No. 2
Density functional theory data (wB97M-V/def2-TZVPD) for one molecule with the formula C3H6O in a non-equilibrium geometry.

Structure (ORCA input):
```
! RIJCOSX wB97M-V def2-TZVPD def2/J DEFGRID3
* xyz 0 1
C 1.299 0.675 0.173
C 0.494 -0.235 0.690
C -0.894 -0.450 0.132
O -1.022 -0.208 -1.255
H 2.325 0.996 0.370
H 1.108 1.034 -0.850
H 0.909 -1.014 1.326
H -1.609 0.158 0.680
H -1.088 -1.526 0.247
H -1.524 0.570 -1.513
*
```

The calculation puts the energy above the lowest of the compared OMol25 structures with the same formula, charge and spin at 37.9 kcal/mol. Its orbital gap is 0.384 hartree. As for the structure (SMILES): C=CCO. Its total energy is -193.0827 a.u. The value obtained for the lowest unoccupied orbital energy is 0.914 eV.

Charges in e, computed with Löwdin, in the same order as the atoms: -0.010, -0.166, -0.278, -0.076, 0.055, 0.061, 0.098, 0.116, 0.113, 0.087


No. 3
Density functional theory data (wB97M-V/def2-TZVPD) for one molecule with the formula C16H21NO6S.

Structure (ORCA input):
```
! RIJCOSX wB97M-V def2-TZVPD def2/J DEFGRID3
* xyz 0 1
C 1.606 4.422 -2.331
O 0.791 3.272 -2.345
C 1.025 2.288 -1.427
C 1.985 2.381 -0.432
C 2.183 1.374 0.521
C 3.202 1.562 1.529
C 3.526 0.717 2.518
C 4.593 1.062 3.462
O 5.247 2.077 3.451
O 4.781 0.099 4.380
C 1.383 0.235 0.445
C 0.439 0.129 -0.548
S -0.516 -1.386 -0.672
O -0.127 -2.239 0.411
O -0.379 -1.911 -2.003
N -2.057 -0.788 -0.412
C -3.102 -1.647 0.131
C -3.172 -3.054 -0.509
C -2.814 -4.030 0.614
C -3.321 -3.327 1.869
C -2.887 -1.883 1.636
C 0.224 1.125 -1.495
O -0.783 0.895 -2.369
C -0.750 1.458 -3.669
H 1.496 4.981 -1.397
H 2.658 4.171 -2.489
H 1.253 5.034 -3.160
H 2.602 3.263 -0.368
H 3.764 2.488 1.476
H 3.044 -0.234 2.677
H 5.492 0.353 4.988
H 1.483 -0.588 1.131
H -2.328 -0.335 -1.272
H -4.042 -1.110 -0.034
H -4.182 -3.249 -0.875
H -2.480 -3.126 -1.346
H -3.260 -5.013 0.466
H -1.731 -4.133 0.673
H -2.900 -3.742 2.782
H -4.410 -3.392 1.925
H -3.438 -1.166 2.243
H -1.824 -1.781 1.847
H -1.475 0.886 -4.246
H -1.033 2.513 -3.656
H 0.237 1.350 -4.123
*
```

The calculation puts the energy above the lowest of the compared OMol25 structures with the same formula, charge and spin at 56.7 kcal/mol. Its orbital gap is 0.305 hartree. As for the structure (SMILES): COc1cc(/C=C/C(=O)O)cc(S(=O)(=O)NC2CCCC2)c1OC. Its total energy is -1526.6371 a.u. The value obtained for the lowest unoccupied orbital energy is -0.204 eV.

Charges in e, computed with Löwdin, in the same order as the atoms: -0.069, -0.099, -0.173, 0.049, -0.193, -0.005, 0.011, -0.545, 0.090, 0.102, 0.007, -0.168, 0.690, -0.280, -0.274, -0.087, -0.333, -0.142, -0.192, -0.187, -0.153, -0.183, -0.095, -0.038, 0.099, 0.101, 0.097, 0.112, 0.125, 0.113, 0.128, 0.112, 0.098, 0.145, 0.111, 0.095, 0.107, 0.100, 0.108, 0.111, 0.111, 0.096, 0.100, 0.093, 0.106